1.
The following is a quantum chemistry calculation of the molecule C4H5NO, from the Open Molecules 2025 dataset.

Structure (XYZ):
```
11
Properties=species:S:1:pos:R:3:nbo_charge:R:1
O -1.81970 0.92537 1.15520 -0.512
C -0.88134 0.46482 0.56389 0.568
C -0.66976 0.14677 -0.91600 -0.544
C 0.62550 -0.69919 -0.27824 -0.035
N 1.53576 0.12414 0.28695 -0.535
C 0.33999 -0.25150 1.05220 -0.205
H -1.54883 -0.33749 -1.34326 0.238
H -0.31216 0.91678 -1.60196 0.221
H 0.71452 -1.63913 -0.84714 0.218
H 1.53804 1.06998 -0.08582 0.358
H 0.47797 -0.72055 2.01418 0.228
```

E_tot: -7763.861 eV
2S+1: 1
energy relative to the best compared isomer or geometry (same formula, charge and spin): 257.18 kJ/mol
SMILES string: O=C1C[C@H]2N[C@@H]12
E_HOMO: -9.49 eV

=====

2.
The following is a quantum chemistry calculation of the molecule C4H5NO2, from the Open Molecules 2025 dataset.

Structure (XYZ):
```
12
Properties=species:S:1:pos:R:3:nbo_charge:R:1
O 0.94217 2.25472 0.72690 -0.584
C 0.50826 1.21504 0.28180 0.654
N 1.22528 0.11370 -0.10674 -0.614
C 0.43103 -1.02214 -0.55006 -0.237
C -0.97647 -0.60017 -0.09637 0.024
O -1.04275 -0.12274 1.26533 -0.468
C -0.94947 0.82116 0.20720 -0.049
H 2.21849 0.07104 0.06613 0.413
H 0.71883 -1.96378 -0.07522 0.209
H 0.54789 -1.14537 -1.64142 0.204
H -1.88751 -1.16995 -0.11484 0.231
H -1.73576 1.54849 0.03728 0.217
```

E_tot: -9812.770 eV
2S+1: 1
energy relative to the best compared isomer or geometry (same formula, charge and spin): 149.04 kJ/mol
SMILES string: O=C1NC[C@H]2O[C@@H]12
E_HOMO: -9.69 eV